--- A ---
The following is a DFT calculation (wB97M-V/def2-TZVPD) of a cluster of 10 separate species, C30H60O10 in total.

As for the charge: 0. Its structure (SMILES) is CC(C)=O.CC(C)=O.CC(C)=O.CC(C)=O.CC(C)=O.CC(C)=O.CC(C)=O.CC(C)=O.CC(C)=O.CC(C)=O. As for the frontier orbital gap: 8.73 eV. The LUMO energy is -0.002 hartree.

Positions of all 100 atoms, in Å:
C 17.57 4.78 60.62
C 18.51 3.69 59.97
C 18.36 2.29 60.51
O 19.46 4.19 59.16
H 17.55 5.64 59.98
H 18.05 5.20 61.66
H 16.50 4.36 60.73
H 17.50 1.81 60.22
H 18.22 2.22 61.57
H 19.11 1.42 59.99
C 24.99 9.06 55.03
C 25.73 8.35 53.82
C 25.58 8.76 52.36
O 26.71 7.34 54.06
H 24.17 8.60 55.12
H 24.67 10.03 54.56
H 25.50 9.11 56.04
H 24.52 8.80 51.90
H 26.37 8.37 51.70
H 25.83 9.84 52.48
C 25.27 1.48 57.78
C 24.07 1.26 56.80
C 24.32 0.92 55.40
O 22.80 1.16 57.30
H 24.96 2.25 58.60
H 26.15 2.13 57.53
H 25.82 0.36 58.10
H 23.64 0.51 54.87
H 25.08 0.20 55.40
H 24.78 1.92 54.89
C 26.26 3.12 63.70
C 25.53 3.50 62.56
C 26.37 3.75 61.30
O 24.29 3.72 62.41
H 25.75 3.54 64.47
H 27.25 3.58 63.86
H 26.52 2.08 63.69
H 27.00 4.69 61.43
H 25.86 3.70 60.25
H 27.11 2.96 61.07
C 26.69 9.50 60.80
C 26.05 8.82 61.87
C 26.91 7.86 62.68
O 24.73 8.96 62.04
H 26.02 10.31 60.66
H 26.92 8.74 59.93
H 27.60 10.01 61.13
H 26.97 6.99 61.98
H 26.34 7.38 63.40
H 27.93 8.05 62.92
C 21.17 3.84 55.57
C 19.94 4.33 54.97
C 19.11 5.21 55.94
O 19.78 4.08 53.73
H 21.73 3.03 55.03
H 20.92 3.24 56.55
H 21.93 4.56 55.81
H 19.79 5.81 56.69
H 18.46 4.67 56.50
H 18.63 5.99 55.40
C 22.98 5.30 59.26
C 23.40 6.33 58.24
C 24.80 6.93 58.61
O 22.67 6.69 57.18
H 21.78 5.44 59.44
H 23.30 5.47 60.26
H 23.42 4.42 58.97
H 24.65 7.86 59.18
H 25.30 7.08 57.73
H 25.29 6.13 59.07
C 21.69 8.66 64.11
C 21.06 7.49 63.40
C 21.91 6.24 63.20
O 19.72 7.48 62.89
H 21.66 9.49 63.37
H 22.74 8.31 64.66
H 21.03 8.87 65.06
H 21.78 5.56 64.14
H 22.96 6.10 62.86
H 21.44 5.64 62.31
C 29.07 4.94 59.14
C 29.00 6.10 58.17
C 29.72 6.08 56.88
O 28.19 7.07 58.46
H 28.86 5.04 60.22
H 30.09 4.67 58.95
H 28.52 3.98 58.78
H 30.15 7.14 56.46
H 29.12 5.80 56.02
H 30.49 5.34 56.80
C 20.16 8.25 59.71
C 20.82 9.60 59.60
C 22.24 9.90 60.19
O 20.13 10.64 59.28
H 19.18 8.30 59.51
H 20.77 7.58 60.56
H 20.35 7.70 58.90
H 22.07 9.45 61.24
H 22.28 11.01 59.92
H 23.16 9.46 59.62

--- B ---
The following is a DFT calculation (wB97M-V/def2-TZVPD) of a cluster of 10 separate species, C30H60O10 in total.

As for the charge: 0. Its structure (SMILES) is CC(C)=O.CC(C)=O.CC(C)=O.CC(C)=O.CC(C)=O.CC(C)=O.CC(C)=O.CC(C)=O.CC(C)=O.CC(C)=O. As for the frontier orbital gap: 9.56 eV. The LUMO energy is 0.004 hartree.

Positions of all 100 atoms, in Å:
C 16.03 -4.00 -13.53
C 15.99 -4.39 -15.03
C 17.14 -5.08 -15.66
O 14.94 -4.32 -15.65
H 16.92 -4.32 -12.99
H 15.16 -4.52 -13.11
H 15.75 -2.96 -13.41
H 17.00 -5.25 -16.73
H 17.30 -6.02 -15.13
H 18.07 -4.52 -15.57
C 20.23 -6.71 -17.89
C 20.81 -7.50 -19.00
C 22.26 -7.11 -19.24
O 20.27 -8.44 -19.51
H 20.54 -5.67 -17.97
H 20.53 -7.08 -16.90
H 19.14 -6.73 -17.79
H 22.92 -7.59 -18.52
H 22.28 -6.02 -19.13
H 22.60 -7.33 -20.25
C 20.71 -3.34 -13.93
C 21.08 -3.57 -15.39
C 22.55 -4.01 -15.79
O 20.27 -3.28 -16.29
H 21.64 -3.03 -13.45
H 20.32 -4.24 -13.45
H 20.00 -2.52 -13.91
H 23.09 -4.46 -14.96
H 23.12 -3.14 -16.11
H 22.58 -4.59 -16.71
C 21.68 -3.20 -19.34
C 22.01 -3.23 -20.81
C 21.43 -4.37 -21.63
O 22.60 -2.25 -21.31
H 22.42 -3.59 -18.64
H 20.85 -3.85 -19.04
H 21.59 -2.13 -19.18
H 21.90 -5.27 -21.22
H 21.53 -4.26 -22.71
H 20.38 -4.46 -21.36
C 17.50 -9.33 -15.89
C 18.99 -9.38 -15.82
C 19.79 -10.51 -16.44
O 19.56 -8.51 -15.20
H 17.23 -8.35 -15.51
H 17.08 -9.90 -15.06
H 17.18 -9.56 -16.91
H 20.31 -10.18 -17.34
H 19.18 -11.31 -16.87
H 20.41 -10.94 -15.65
C 18.45 -9.20 -22.49
C 19.28 -10.02 -23.35
C 19.65 -9.48 -24.71
O 19.58 -11.19 -23.09
H 19.03 -8.52 -21.87
H 17.83 -9.75 -21.77
H 17.80 -8.60 -23.12
H 19.39 -10.21 -25.48
H 20.69 -9.23 -24.90
H 19.21 -8.54 -25.02
C 20.17 -14.25 -20.66
C 20.00 -13.20 -19.49
C 19.00 -12.07 -19.72
O 20.57 -13.30 -18.41
H 20.34 -13.67 -21.57
H 19.22 -14.78 -20.59
H 20.99 -14.92 -20.42
H 18.31 -11.90 -18.89
H 18.57 -12.11 -20.72
H 19.55 -11.13 -19.82
C 27.08 -4.88 -22.48
C 25.62 -4.52 -22.86
C 24.58 -5.47 -22.65
O 25.28 -3.36 -23.04
H 27.35 -5.93 -22.57
H 27.16 -4.51 -21.45
H 27.77 -4.22 -23.01
H 24.60 -5.99 -21.69
H 24.91 -6.25 -23.33
H 23.58 -5.12 -22.90
C 14.76 -8.38 -19.90
C 15.06 -8.34 -18.42
C 15.76 -7.12 -17.91
O 14.86 -9.29 -17.64
H 13.68 -8.22 -19.90
H 15.00 -9.22 -20.55
H 15.13 -7.45 -20.33
H 15.75 -7.08 -16.82
H 15.60 -6.12 -18.30
H 16.81 -7.27 -18.16
C 23.37 -11.71 -15.44
C 24.46 -11.21 -16.30
C 24.17 -10.17 -17.39
O 25.59 -11.52 -15.95
H 22.69 -12.41 -15.94
H 22.78 -10.86 -15.07
H 23.82 -12.24 -14.60
H 24.86 -9.32 -17.32
H 23.16 -9.77 -17.36
H 24.52 -10.70 -18.28

Stability check: which of them is most stable? B.

--- A ---
The following is a DFT calculation (wB97M-V/def2-TZVPD) of a structure of composition C4H10N3O.

As for the charge: +1. As for the frontier orbital gap: 8.59 eV. The LUMO energy is -0.112 hartree.

Positions of all 18 atoms, in Å:
C 0.80 -1.62 -1.02
C 0.19 1.82 0.00
C -1.62 0.87 0.04
C -0.39 0.95 0.80
N 1.27 -1.36 0.15
N 0.08 0.12 1.84
N -0.81 1.62 -0.95
O 1.36 -2.43 -1.83
H 1.07 2.42 -0.12
H 0.02 -1.06 -1.37
H -2.02 -0.22 -0.12
H -2.47 1.45 0.42
H 0.70 -0.67 0.89
H 2.05 -1.84 0.63
H 0.62 0.59 2.48
H -0.62 -0.28 2.40
H -1.07 2.35 -1.61
H 0.83 -2.71 -2.62

--- B ---
The following is a DFT calculation (wB97M-V/def2-TZVPD) of a structure of composition C4H10N3O.

As for the charge: +1. As for the frontier orbital gap: 10.46 eV. The LUMO energy is -0.122 hartree.

Positions of all 18 atoms, in Å:
C -1.41 -0.87 -0.59
C -1.93 0.34 -0.46
C 0.00 -0.69 -0.51
C 1.45 1.35 -0.36
N 0.23 0.56 -0.23
N 0.96 -1.66 -0.72
N -1.01 1.25 -0.07
O 0.02 -0.72 1.58
H -1.92 -1.83 -0.92
H -3.02 0.54 -0.53
H 1.30 2.38 0.00
H 2.28 1.02 0.24
H 1.65 1.46 -1.35
H 0.67 -2.38 -0.06
H 1.93 -1.29 -0.42
H -0.97 2.17 -0.20
H 0.56 -1.18 2.66
H -0.79 -0.47 1.94

--- C ---
The following is a DFT calculation (wB97M-V/def2-TZVPD) of a structure of composition C4H10N3O.

As for the charge: +1. As for the frontier orbital gap: 8.97 eV. The LUMO energy is -0.196 hartree.

Positions of all 18 atoms, in Å:
C -1.76 -0.33 0.01
C 2.56 0.59 -0.64
C 1.57 0.68 0.43
C 0.61 -0.49 0.75
N -3.29 0.66 0.57
N -2.17 -1.17 -0.90
N -0.70 0.10 0.68
O -4.25 0.20 0.19
H 2.20 0.92 -1.70
H 3.46 1.18 -0.48
H 2.91 -0.43 -0.81
H 0.87 1.48 0.40
H 2.26 0.90 1.24
H 0.75 -1.26 -0.02
H 0.74 -0.89 1.68
H -3.18 -1.02 -1.31
H -1.73 -1.73 -1.58
H -0.84 0.62 1.50

Stability check: which of them is most stable? A.